The following is a quantum chemistry calculation of a structure of composition C14H16AuN6O in a non-equilibrium geometry, from OMol25.

Calculated values
HOMO level (spin up / spin down) = -19.32 / -19.35 eV

The geometry in ORCA input format:
```
! RIJCOSX wB97M-V def2-TZVPD def2/J DEFGRID3
* xyz 3 1
Au 0.98 -0.04 -0.51
O -0.04 -0.37 1.69
C -0.96 0.66 2.05
C -0.27 1.95 2.51
C 0.85 2.43 1.59
C 0.41 2.83 0.21
C 0.08 4.16 -0.07
C -0.23 4.52 -1.36
C -0.26 3.57 -2.36
C 0.02 2.26 -2.01
N 0.36 1.92 -0.77
H 0.58 -0.49 2.42
H -1.58 0.29 2.88
H -1.59 0.82 1.18
H 0.16 1.80 3.50
H -1.04 2.71 2.61
H 1.62 1.66 1.49
H 1.31 3.29 2.07
H 0.10 4.88 0.74
H -0.43 5.57 -1.60
H -0.48 3.81 -3.39
H 0.00 1.48 -2.76
N 3.04 -3.74 -0.62
C 3.06 -2.40 -0.61
N 1.81 -1.96 -0.59
C 1.05 -3.10 -0.60
N 1.80 -4.18 -0.62
C -0.39 -3.10 -0.62
C -1.13 -4.32 -0.60
N -2.42 -4.24 -0.61
C -3.10 -3.14 -0.66
C -2.36 -1.93 -0.69
N -1.06 -1.97 -0.67
H 3.82 -4.40 -0.64
H 3.95 -1.80 -0.62
H -0.63 -5.28 -0.56
H -4.19 -3.17 -0.67
H -2.87 -0.98 -0.74
*
```